Entry 1:
{
  "formula": "C2F2O4S",
  "method": "ωB97M-V/def2-TZVPD",
  "largest_force_ev_per_a": 3.44,
  "e_above_lowest_kj_mol": 9.7,
  "elements": ["C", "C", "O", "O", "O", "O", "F", "F", "S"],
  "positions_angstrom": [[-0.969, -0.807, 0.232], [-1.690, 0.459, 0.093], [-1.179, -0.402, -1.002], [1.590, -0.061, -0.316], [3.857, 0.546, 0.283], [-0.467, -1.609, 0.940], [-3.068, 0.582, 0.069], [-1.086, 1.564, 0.174], [3.011, -0.271, -0.472]],
  "forces_ev_per_angstrom": [[-0.5, 0.3, 2.3], [-2.1, -2.7, -0.6], [-0.2, 0.0, -0.8], [1.0, -0.2, -0.3], [1.7, 1.3, 1.2], [-0.1, -0.2, -1.0], [2.3, 0.0, 0.0], [0.5, 2.4, 0.1], [-2.6, -0.9, -0.9]]
}

---

Entry 2:
{
  "formula": "C3H2FN3S",
  "method": "ωB97M-V/def2-TZVPD",
  "smiles": "Fc1cnc(=S)[nH]n1",
  "largest_force_ev_per_a": 5.73,
  "e_above_lowest_kj_mol": 58.0,
  "elements": ["F", "C", "C", "N", "C", "S", "N", "N", "H", "H"],
  "positions_angstrom": [[2.958, -0.059, -0.100], [1.637, -0.013, -0.019], [1.032, 1.250, -0.027], [-0.280, 1.208, 0.177], [-0.941, -0.042, 0.092], [-2.606, 0.034, -0.112], [-0.213, -1.116, 0.235], [1.072, -1.153, -0.058], [1.340, 2.319, -0.004], [-0.674, -2.067, -0.055]],
  "forces_ev_per_angstrom": [[0.7, 0.2, -0.2], [2.4, -0.8, -1.2], [-4.2, 1.3, 1.7], [1.4, -0.4, -1.0], [-3.2, 3.8, 0.4], [1.2, -0.7, 0.1], [-1.4, -5.2, -2.0], [1.4, 0.6, 1.2], [1.0, -1.4, -0.2], [0.7, 2.5, 1.2]]
}

---

Entry 3:
{
  "formula": "C23H28N2O5",
  "method": "ωB97M-V/def2-TZVPD",
  "smiles": "CCCCOc1ccc(C(=O)Nc2ccc(OCC(=O)N3CCOCC3)cc2)cc1",
  "largest_force_ev_per_a": 0.58,
  "e_above_lowest_kj_mol": 204.0,
  "elements": ["C", "C", "C", "C", "O", "C", "C", "C", "C", "C", "O", "N", "C", "C", "C", "C", "O", "C", "C", "O", "N", "C", "C", "O", "C", "C", "C", "C", "C", "C", "H", "H", "H", "H", "H", "H", "H", "H", "H", "H", "H", "H", "H", "H", "H", "H", "H", "H", "H", "H", "H", "H", "H", "H", "H", "H", "H", "H"],
  "positions_angstrom": [[-6.528, -1.811, 0.882], [-5.309, -2.453, 0.231], [-4.987, -1.871, -1.147], [-4.429, -0.452, -1.077], [-3.192, -0.505, -0.394], [-2.520, 0.645, -0.151], [-2.917, 1.910, -0.577], [-2.140, 3.013, -0.274], [-0.952, 2.881, 0.431], [-0.162, 4.095, 0.765], [-0.668, 5.125, 1.165], [1.197, 3.990, 0.654], [1.942, 2.998, 0.006], [1.509, 2.431, -1.192], [2.240, 1.429, -1.789], [3.427, 0.974, -1.214], [4.039, -0.063, -1.865], [5.110, -0.722, -1.225], [4.793, -1.266, 0.175], [5.559, -1.053, 1.097], [3.664, -1.981, 0.329], [2.692, -2.355, -0.676], [1.329, -1.753, -0.307], [0.930, -2.140, 0.988], [1.882, -1.749, 1.951], [3.246, -2.379, 1.661], [3.894, 1.576, -0.052], [3.153, 2.581, 0.546], [-0.571, 1.616, 0.879], [-1.344, 0.513, 0.595], [-7.398, -1.897, 0.234], [-6.357, -0.758, 1.090], [-6.754, -2.306, 1.824], [-5.491, -3.523, 0.119], [-4.437, -2.327, 0.874], [-4.240, -2.501, -1.633], [-5.885, -1.860, -1.767], [-5.126, 0.210, -0.548], [-4.282, -0.061, -2.094], [-3.826, 2.048, -1.140], [-2.451, 3.997, -0.594], [1.715, 4.755, 1.068], [0.594, 2.775, -1.648], [1.908, 0.977, -2.710], [5.380, -1.549, -1.888], [5.980, -0.061, -1.122], [2.992, -2.014, -1.663], [2.610, -3.449, -0.678], [0.555, -2.116, -0.985], [1.382, -0.656, -0.373], [1.497, -2.084, 2.916], [1.983, -0.652, 1.957], [3.998, -2.037, 2.373], [3.166, -3.470, 1.703], [4.820, 1.270, 0.406], [3.517, 3.037, 1.455], [0.324, 1.500, 1.472], [-1.063, -0.470, 0.939]],
  "forces_ev_per_angstrom": [[0.2, -0.1, 0.0], [-0.1, 0.1, -0.1], [0.3, 0.2, 0.3], [-0.4, -0.1, -0.4], [0.1, -0.1, 0.1], [0.2, 0.2, 0.1], [-0.3, -0.3, -0.1], [0.4, 0.1, 0.2], [-0.4, -0.1, 0.0], [0.0, 0.0, 0.1], [-0.2, 0.1, 0.0], [0.3, 0.4, 0.3], [0.4, -0.3, -0.2], [0.2, 0.1, 0.0], [0.2, -0.1, 0.1], [-0.2, 0.2, 0.0], [-0.1, 0.1, -0.1], [0.3, 0.0, 0.1], [0.1, 0.0, -0.2], [0.3, 0.2, 0.1], [-0.2, -0.2, 0.2], [-0.4, 0.0, -0.2], [0.2, 0.0, -0.3], [-0.2, -0.1, 0.1], [0.3, -0.1, 0.2], [-0.2, 0.2, 0.3], [0.2, -0.2, -0.3], [-0.4, 0.1, -0.1], [-0.2, 0.1, 0.0], [-0.2, -0.1, -0.1], [-0.1, 0.0, 0.0], [-0.1, 0.1, 0.1], [-0.1, 0.0, 0.1], [0.1, 0.0, 0.0], [0.0, -0.1, 0.0], [0.0, 0.0, -0.1], [0.0, 0.0, -0.1], [0.1, 0.0, 0.0], [0.0, 0.0, 0.2], [-0.1, 0.0, 0.0], [0.0, 0.1, 0.0], [-0.2, 0.0, -0.1], [-0.1, 0.0, -0.1], [-0.1, -0.1, -0.1], [0.0, 0.1, 0.1], [-0.2, -0.1, 0.1], [0.0, -0.1, 0.1], [0.0, 0.1, -0.1], [0.0, 0.1, 0.0], [0.0, -0.1, 0.0], [0.1, 0.1, 0.0], [0.0, -0.1, 0.0], [-0.1, -0.1, 0.0], [0.0, 0.0, 0.0], [0.1, -0.1, 0.0], [0.0, 0.0, 0.1], [0.1, 0.0, 0.0], [0.1, -0.1, 0.1]]
}

---

Entry 4:
{
  "formula": "C4H17N2O2",
  "method": "ωB97M-V/def2-TZVPD",
  "charge": 1,
  "largest_force_ev_per_a": 2.15,
  "e_above_lowest_kj_mol": 129.9,
  "elements": ["C", "N", "C", "N", "C", "C", "H", "H", "H", "H", "H", "H", "H", "H", "H", "H", "H", "H", "H", "H", "H", "O", "H", "H", "O"],
  "positions_angstrom": [[2.223, 0.576, -0.363], [2.533, 1.621, -1.344], [0.730, 0.444, -0.195], [0.171, 1.873, -0.101], [0.417, -1.816, 0.967], [0.144, -0.320, 0.968], [2.655, 0.965, 0.566], [2.743, -0.355, -0.550], [3.491, 1.908, -1.237], [2.278, 1.533, -2.318], [0.300, 0.044, -1.118], [0.458, 2.289, -0.976], [-0.844, 1.776, -0.139], [0.582, 2.450, 0.615], [1.296, -2.068, 0.381], [-0.399, -2.424, 0.587], [0.719, -2.284, 1.908], [-0.941, -0.236, 0.858], [0.241, 0.160, 1.948], [-3.849, 2.533, -1.644], [-3.458, 1.251, -2.256], [-3.333, 1.744, -1.434], [-2.209, -3.939, 2.249], [-3.018, -4.123, 0.911], [-2.931, -3.603, 1.716]],
  "forces_ev_per_angstrom": [[0.7, 0.9, 0.1], [-0.3, 0.5, 0.5], [-0.2, 0.2, 0.3], [-0.1, -1.4, -1.6], [1.1, -0.9, 0.1], [-1.3, -0.4, 0.6], [-0.1, -0.2, 0.1], [-0.3, -0.5, -0.1], [0.1, 0.2, -0.3], [0.2, -0.7, 0.1], [0.0, 0.1, 0.0], [0.3, 0.6, -0.4], [-0.2, 0.6, 0.6], [-0.2, 0.1, 0.8], [0.1, 0.1, -0.5], [-0.2, 0.2, -0.1], [-0.4, 0.6, 0.3], [-0.2, 0.1, -0.2], [0.9, 0.0, -0.1], [0.1, 0.1, 0.4], [0.2, -0.3, 0.2], [0.0, 0.2, -0.5], [0.1, -0.4, -0.2], [0.2, -0.2, 0.3], [-0.3, 0.6, -0.1]]
}

---

Number 1: Kohn-Sham gap 9.763 eV, E_LUMO -1.23 eV. Number 2: Kohn-Sham gap 7.459 eV, E_LUMO -1.23 eV. Number 3: Kohn-Sham gap 8.899 eV, E_LUMO 0.67 eV. Number 4: Kohn-Sham gap 10.794 eV, E_LUMO -2.90 eV.